[1]
A cluster of 15 separate species, C5H41N2O14 in total. Source: the Open Molecules 2025 dataset; level of theory: the ωB97M-V functional and the def2-TZVPD basis.

Calculated values
ΔE to the lowest compared entry with this formula, charge and spin	0.0	kcal per mole
lowest unoccupied orbital energy	-2.2	eV
HOMO level	-12.41	eV
energy	-1377.86887	Eh
total charge	+1

Each line ends with the Löwdin charge.
CARTESIAN COORDINATES (ANGSTROEM)
C (-2.646, 0.577, -1.320)  -0.055
C (-1.233, 0.155, -1.669)  -0.387
C (-0.243, 0.593, -0.552)  -0.079
C (0.767, -0.484, -0.284)  -0.283
C (0.794, -1.319, 0.730)  0.089
N (1.770, -0.611, -1.345)  0.194
N (-0.867, 0.681, -3.006)  0.040
H (-2.976, 0.107, -0.389)  0.066
H (-3.375, 0.281, -2.076)  0.088
H (-2.759, 1.657, -1.187)  0.085
H (-1.222, -0.939, -1.765)  0.118
H (0.206, 1.561, -0.786)  0.127
H (-0.786, 0.800, 0.369)  0.100
H (1.521, -2.109, 0.863)  0.069
H (0.056, -1.278, 1.516)  0.065
H (2.675, -0.945, -0.985)  0.122
H (1.942, 0.274, -1.860)  0.101
H (1.462, -1.393, -2.019)  0.093
H (-1.524, 1.387, -3.322)  0.095
H (0.054, 1.105, -2.984)  0.043
H (0.626, -2.495, -3.449)  0.035
H (0.277, -3.113, -2.070)  0.024
O (1.044, -2.776, -2.596)  -0.076
H (-3.320, 2.865, 1.161)  0.071
H (-1.923, 2.840, 1.971)  0.013
O (-2.787, 2.395, 1.821)  -0.066
H (-0.615, 0.560, 3.399)  0.021
H (0.972, 0.722, 3.364)  0.014
O (0.139, 1.121, 3.684)  -0.063
H (3.064, 4.525, -1.281)  0.074
H (2.742, 3.439, -0.213)  0.010
O (3.024, 3.564, -1.150)  -0.070
H (-2.225, -0.653, 1.822)  0.020
H (-2.512, 0.793, 2.421)  0.021
O (-2.085, -0.071, 2.608)  -0.097
H (-0.178, 2.599, 3.025)  0.020
H (-0.368, 4.117, 3.202)  0.096
O (-0.354, 3.437, 2.505)  -0.084
H (-0.576, -0.719, -4.201)  0.013
H (-1.119, -1.970, -4.962)  0.060
O (-0.309, -1.574, -4.627)  -0.075
H (4.291, -3.009, -0.446)  0.071
H (2.850, -3.222, -0.935)  0.057
O (3.407, -2.630, -0.403)  -0.050
H (-2.357, -2.755, 1.876)  0.040
H (-3.387, -2.461, 0.741)  0.082
O (-2.468, -2.333, 0.984)  -0.072
H (2.568, 1.787, -3.690)  0.078
H (2.388, 2.464, -2.291)  0.025
O (2.051, 1.728, -2.876)  -0.081
H (1.334, 3.374, 1.780)  0.031
H (2.477, 2.298, 1.806)  0.019
O (2.227, 3.148, 1.417)  -0.063
H (-2.912, -3.093, 4.216)  0.072
H (-2.138, -1.844, 3.715)  0.034
O (-2.211, -2.806, 3.625)  -0.038
H (-1.410, -4.442, -1.130)  0.069
H (-1.468, -3.111, -0.332)  0.018
O (-1.173, -3.511, -1.185)  -0.063
H (3.187, 0.518, 3.632)  0.087
H (2.927, -0.297, 2.315)  0.062
O (2.680, 0.487, 2.814)  -0.032



[2]
A cluster of 15 separate species, C5H41NO14 in total in a non-equilibrium geometry. Source: the Open Molecules 2025 dataset; level of theory: the ωB97M-V functional and the def2-TZVPD basis.

Calculated values
ΔE to the lowest compared entry with this formula, charge and spin	123.4	kcal per mole
lowest unoccupied orbital energy	0.0	eV
HOMO level	-8.22	eV
energy	-1323.09125	Eh

Each line ends with the Löwdin charge.
CARTESIAN COORDINATES (ANGSTROEM)
C (-0.572, -0.330, 0.765)  -0.221
C (-0.207, -0.724, -0.642)  -0.119
C (0.335, -0.994, 1.845)  -0.135
N (-0.264, -0.309, 3.047)  -0.302
C (-1.330, -1.023, 3.748)  -0.092
C (0.612, 0.410, 3.985)  -0.094
H (-1.637, -0.607, 0.842)  0.107
H (-0.585, 0.712, 1.037)  0.085
H (-0.993, -1.263, -1.195)  0.048
H (0.132, 0.228, -1.062)  0.067
H (0.491, -1.599, -0.815)  0.073
H (1.360, -0.880, 1.639)  0.078
H (0.127, -2.100, 1.974)  0.087
H (-1.426, -0.632, 4.733)  0.065
H (-1.307, -2.104, 3.720)  0.065
H (-2.233, -0.634, 3.175)  0.097
H (0.124, 1.168, 4.597)  0.076
H (1.153, -0.232, 4.625)  0.062
H (1.183, 1.108, 3.332)  0.092
H (-1.741, 3.094, -0.467)  -0.008
H (-0.787, 2.772, -1.579)  0.058
O (-1.714, 3.063, -1.454)  -0.080
H (-3.464, 0.396, -4.255)  0.045
H (-2.668, -0.601, -3.536)  -0.020
O (-3.190, -0.538, -4.371)  -0.111
H (2.763, -2.322, -2.906)  0.000
H (4.116, -1.549, -3.084)  0.037
O (3.556, -1.876, -2.372)  -0.141
H (-2.256, 1.453, -2.084)  0.045
H (-2.712, 0.084, -1.545)  0.069
O (-2.159, 0.472, -2.241)  -0.100
H (2.698, -1.621, -0.774)  -0.022
H (3.667, -2.380, -0.060)  0.058
O (2.945, -1.738, 0.165)  -0.107
H (-0.973, 4.360, 1.042)  0.067
H (-1.394, 2.794, 1.535)  0.048
O (-1.618, 3.608, 1.100)  -0.065
H (2.482, 3.283, 0.189)  0.013
H (3.796, 3.902, 0.448)  0.065
O (2.912, 3.852, 0.848)  -0.061
H (3.201, 1.934, -1.781)  0.042
H (2.342, 0.756, -1.284)  0.063
O (2.454, 1.750, -1.214)  -0.062
H (-0.630, -3.738, 1.646)  0.050
H (0.793, -3.955, 1.515)  0.073
O (-0.031, -4.289, 1.116)  -0.058
H (-0.279, -4.093, -0.579)  0.056
H (1.092, -4.512, -0.977)  0.063
O (0.314, -4.106, -1.397)  -0.099
H (0.665, 5.789, 1.815)  0.064
H (1.240, 4.357, 1.410)  0.001
O (0.573, 4.839, 1.907)  -0.045
H (-1.303, -2.075, -4.445)  0.082
H (-1.083, -1.871, -3.097)  0.021
O (-0.551, -1.756, -3.891)  -0.043
H (-4.107, 2.959, 1.102)  0.022
H (-3.490, 3.621, 2.241)  0.008
O (-4.343, 3.234, 2.000)  -0.071
H (1.205, -3.697, -2.749)  0.030
H (1.000, -2.688, -3.871)  0.033
O (1.719, -3.164, -3.416)  -0.057



[3]
A cluster of 15 separate species, C5H41NO15 in total in a non-equilibrium geometry. Source: the Open Molecules 2025 dataset; level of theory: the ωB97M-V functional and the def2-TZVPD basis.

Calculated values
ΔE to the lowest compared entry with this formula, charge and spin	136.5	kcal per mole
lowest unoccupied orbital energy	0.0	eV
HOMO level	-8.71	eV
energy	-1398.31643	Eh

Each line ends with the Löwdin charge.
CARTESIAN COORDINATES (ANGSTROEM)
C (2.249, -0.260, -2.209)  -0.121
N (1.217, -0.630, -1.280)  -0.099
C (-0.179, -0.829, -1.671)  -0.255
C (-1.312, 0.020, -0.654)  -0.340
C (-1.291, 1.466, -1.116)  -0.064
O (-0.790, -0.166, 0.644)  -0.074
C (-0.361, -2.333, -1.372)  -0.066
H (3.144, -0.861, -2.333)  0.065
H (2.725, 0.658, -1.825)  0.060
H (1.973, 0.075, -3.234)  0.095
H (1.371, -1.336, -0.514)  0.069
H (-0.687, -0.566, -2.655)  0.125
H (-2.216, -0.536, -0.839)  0.096
H (-1.225, 2.166, -0.236)  0.099
H (-2.300, 1.908, -1.358)  0.102
H (-0.709, 1.691, -1.970)  0.041
H (-1.563, -0.439, 1.194)  0.106
H (-0.026, -2.492, -0.299)  0.075
H (-1.295, -2.867, -1.291)  0.035
H (0.406, -2.907, -1.886)  0.089
H (1.115, 2.483, -3.715)  0.038
H (1.754, 2.891, -2.201)  0.015
O (1.693, 3.022, -3.148)  -0.061
H (3.159, 1.869, 1.333)  -0.002
H (3.549, 2.850, 2.470)  0.042
O (3.875, 2.426, 1.663)  -0.058
H (0.975, 3.266, 2.707)  -0.003
H (1.232, 1.770, 2.660)  -0.005
O (0.847, 2.434, 3.221)  -0.086
H (-2.607, -4.409, -0.452)  0.042
H (-1.575, -4.721, 0.602)  0.096
O (-2.478, -4.307, 0.493)  -0.061
H (-2.956, 0.837, 1.498)  0.031
H (-4.437, 0.712, 1.042)  0.046
O (-3.556, 0.836, 0.717)  -0.036
H (-0.112, -1.513, 3.791)  0.046
H (0.947, -2.538, 4.094)  0.063
O (0.499, -2.108, 3.348)  -0.049
H (-1.007, 1.454, 3.537)  -0.002
H (-1.586, 2.722, 3.044)  0.037
O (-1.829, 1.820, 3.250)  -0.042
H (-3.125, -2.338, -3.029)  0.075
H (-3.235, -1.199, -2.074)  -0.002
O (-3.604, -2.074, -2.197)  -0.059
H (5.044, -0.588, -0.204)  0.051
H (3.569, -0.936, -0.202)  -0.023
O (4.421, -1.293, -0.410)  -0.042
H (-2.616, -3.051, 1.743)  -0.013
H (-1.587, -3.263, 2.790)  0.024
O (-2.406, -2.748, 2.644)  -0.088
H (-1.914, 1.668, -4.648)  0.046
H (-1.440, 0.842, -3.388)  -0.033
O (-1.560, 0.832, -4.345)  -0.050
H (1.312, -1.283, 1.239)  0.006
H (2.421, -2.131, 1.761)  0.112
O (1.704, -2.129, 1.036)  -0.094
H (1.159, 1.023, -0.149)  0.026
H (0.090, 1.407, 0.801)  0.051
O (1.056, 1.660, 0.603)  -0.133
H (0.732, 3.878, 0.574)  0.040
H (2.141, 4.022, 1.042)  0.078
O (1.204, 4.143, 1.362)  -0.063



[4]
A cluster of 16 separate species, C5H44NO15 in total in a non-equilibrium geometry. Source: the Open Molecules 2025 dataset; level of theory: the ωB97M-V functional and the def2-TZVPD basis.

Calculated values
ΔE to the lowest compared entry with this formula, charge and spin	68.9	kcal per mole
lowest unoccupied orbital energy	-2.4	eV
HOMO level	-12.57	eV
energy	-1400.00286	Eh
total charge	+1

Each line ends with the Löwdin charge.
CARTESIAN COORDINATES (ANGSTROEM)
C (-2.572, -1.083, 3.870)  -0.030
C (-2.236, -0.700, 2.436)  -0.297
C (-1.816, -1.998, 1.640)  -0.185
C (-3.007, -2.813, 1.122)  -0.220
C (-3.742, -2.108, -0.046)  -0.097
N (-1.040, 0.255, 2.239)  0.167
H (-3.634, -1.288, 3.937)  0.085
H (-2.058, -2.013, 4.193)  0.097
H (-2.128, -0.308, 4.496)  0.081
H (-3.008, -0.277, 1.794)  0.115
H (-0.988, -2.536, 2.115)  0.124
H (-1.382, -1.523, 0.745)  0.081
H (-3.616, -2.900, 2.025)  0.102
H (-2.589, -3.773, 0.786)  0.113
H (-3.051, -1.886, -0.841)  0.032
H (-4.389, -1.299, 0.271)  0.068
H (-4.359, -2.922, -0.426)  0.076
H (-1.448, 1.168, 1.888)  0.141
H (-0.424, 0.211, 3.060)  0.081
H (-0.465, -0.074, 1.430)  0.078
H (1.101, 4.662, -2.100)  0.005
H (-0.374, 5.065, -1.980)  0.034
O (0.194, 4.415, -2.385)  -0.073
H (0.641, 2.847, -3.843)  -0.009
H (-0.533, 2.478, -4.654)  0.061
O (-0.020, 2.169, -3.881)  -0.079
H (0.985, -1.378, -0.245)  0.090
H (0.594, 0.003, -0.735)  0.091
O (0.646, -0.532, 0.075)  -0.055
H (1.867, 0.068, 3.692)  0.043
H (1.266, -0.677, 4.820)  0.060
O (1.070, -0.458, 3.915)  -0.054
H (-1.256, -4.138, -3.246)  0.043
H (-0.279, -3.251, -3.901)  0.042
O (-0.482, -3.611, -3.036)  -0.040
H (3.045, -3.662, -0.802)  -0.036
H (3.626, -2.823, -1.978)  0.028
O (3.847, -3.186, -1.108)  -0.097
H (1.240, -4.769, -1.515)  0.046
H (1.555, -4.985, 0.030)  0.072
O (1.553, -4.373, -0.708)  -0.031
H (3.089, 3.803, -1.389)  0.021
H (2.690, 4.721, -0.311)  0.053
O (2.725, 4.693, -1.278)  -0.061
H (3.555, 1.926, 0.572)  0.020
H (4.439, 3.088, 0.403)  0.057
O (3.896, 2.512, -0.154)  -0.075
H (0.159, 3.020, 3.903)  0.053
H (1.497, 2.407, 3.306)  0.037
O (0.658, 2.217, 3.741)  -0.050
H (-3.378, 0.820, -1.230)  0.066
H (-3.489, 1.637, -0.083)  0.100
O (-3.038, 0.803, -0.330)  -0.044
H (1.691, 0.474, 1.117)  0.019
H (3.058, 0.030, 1.806)  0.078
O (2.498, 0.785, 1.580)  -0.060
H (2.388, 1.648, -3.731)  0.014
H (2.185, 0.691, -4.737)  0.040
O (2.215, 0.707, -3.774)  -0.064
H (-1.531, 1.488, 0.057)  0.006
H (-0.405, 2.479, -0.295)  0.060
O (-0.660, 1.826, 0.361)  -0.072
H (-1.882, -0.624, -2.787)  0.055
H (-2.812, -1.720, -3.159)  0.045
O (-2.800, -0.902, -2.654)  -0.056